Entry from OMol25: a molecular structure, C25H62AlBrNO5Si (ωB97M-V with the def2-TZVPD basis set).

Structure (ORCA input):
```
! wB97M-V def2-TZVPD RIJCOSX def2/J DEFGRID3
* xyz -1 1
C -9.81828 4.49187 5.00222
C -9.02702 3.55110 4.12227
N -8.97009 3.84232 2.87627
C -8.35640 2.41886 4.79261
Al -6.41456 2.76745 5.29804
C -5.31043 1.15881 4.86722
Br -6.35917 3.02030 7.70234
C -5.71583 4.49338 4.55030
C -4.57603 4.30610 3.58561
O -4.00453 5.54848 3.10288
Si -2.67366 6.19242 3.81180
C -2.63970 7.99231 3.30710
C -2.68262 6.07367 5.68571
C -1.11827 5.34620 3.20243
H -10.27051 3.97283 5.84868
H -9.14428 5.25341 5.40641
H -10.58321 4.99518 4.41099
H -8.40026 3.14591 2.39091
H -8.87180 2.14828 5.71858
H -8.36067 1.54109 4.13577
H -5.86461 0.44752 4.24366
H -4.37374 1.38553 4.34549
H -5.04295 0.63723 5.79224
H -5.38502 5.11413 5.39089
H -6.51312 5.05053 4.04451
H -3.77115 3.70513 4.03234
H -4.90545 3.76224 2.69575
H -3.32760 8.55966 3.93886
H -2.95263 8.12166 2.26871
H -1.64049 8.42047 3.42628
H -3.23680 5.21557 6.07100
H -3.11454 6.97610 6.12646
H -1.64982 5.99191 6.03750
H -1.12938 4.27230 3.40443
H -0.25962 5.76892 3.73495
H -0.96060 5.48467 2.13027
C 0.41356 0.24642 0.99810
C -0.16700 1.62555 0.74422
O 0.64213 2.69046 1.21641
C 1.94468 2.77121 0.67656
C 1.98466 2.94026 -0.83378
H 0.60265 0.09843 2.06232
H -0.28972 -0.51703 0.66282
H 1.34468 0.08159 0.45452
H -1.10971 1.74372 1.27823
H -0.38468 1.75203 -0.32329
H 2.54515 1.90153 0.97168
H 2.38570 3.64472 1.15867
H 1.58378 2.06887 -1.35357
H 3.01763 3.07388 -1.16068
H 1.40930 3.81629 -1.13611
C 1.79603 -4.71458 -1.43160
C 1.21468 -3.32740 -1.63353
O 2.03339 -2.27469 -1.14931
C 3.31846 -2.17385 -1.73029
C 3.31166 -1.95379 -3.23369
H 2.00245 -4.89988 -0.37647
H 1.08499 -5.45970 -1.79080
H 2.72316 -4.85511 -1.99087
H 0.28303 -3.22817 -1.07663
H 0.97219 -3.17249 -2.69153
H 3.92681 -3.05307 -1.48195
H 3.77804 -1.31759 -1.23391
H 2.88651 -2.80177 -3.77278
H 4.33490 -1.81904 -3.58871
H 2.73873 -1.06226 -3.49209
C 7.52864 -1.53769 -2.23001
C 7.26187 -2.87089 -2.90651
O 7.64725 -2.92164 -4.26925
C 9.02234 -2.70604 -4.53239
C 9.94718 -3.71864 -3.87895
H 7.04061 -0.72720 -2.77347
H 7.13314 -1.55865 -1.21348
H 8.59398 -1.31341 -2.16360
H 6.18928 -3.06656 -2.91792
H 7.72653 -3.68615 -2.33979
H 9.31646 -1.68840 -4.25035
H 9.10576 -2.77410 -5.61742
H 9.91985 -3.65905 -2.79035
H 10.97506 -3.52999 -4.19228
H 9.67613 -4.73292 -4.17467
C 1.08829 -5.45562 -6.60053
C 1.42833 -5.92588 -5.19719
O 0.30047 -6.22685 -4.39522
C -0.54973 -7.25461 -4.87305
C 0.13184 -8.60349 -5.02489
H 0.43097 -4.58606 -6.56412
H 2.00355 -5.17582 -7.12409
H 0.59765 -6.23295 -7.18771
H 1.94161 -5.12987 -4.65531
H 2.11512 -6.77961 -5.23643
H -1.02166 -6.95958 -5.81733
H -1.34171 -7.32089 -4.12688
H 0.90978 -8.58847 -5.78931
H -0.60407 -9.35299 -5.31957
H 0.58246 -8.91408 -4.08141
*
```

Summary:
HOMO level = -0.193 Ha
gap between HOMO and LUMO = 0.25340 hartree
max |F| = 0.204 eV/A
calculated total energy = -4526.77602 a.u.



Entry from OMol25: 3 unconnected molecules or ions with the total composition C4H7NO (ωB97M-V with the def2-TZVPD basis set).

Structure (ORCA input):
```
! wB97M-V def2-TZVPD RIJCOSX def2/J DEFGRID3
* xyz 0 1
O -2.31353 0.87764 -0.73259
N -1.33717 0.42636 -1.41648
C -0.21389 0.37433 -0.69421
C -0.08888 0.49002 0.69376
C 1.16227 -0.37125 0.69402
C 1.05456 -0.43072 -0.86678
H -2.19250 0.15210 0.54497
H -0.38747 1.27393 1.38195
H -1.58315 -0.17555 1.06028
H 2.05300 0.12379 1.09396
H 1.04659 -1.34099 1.18513
H 1.86744 0.10156 -1.36889
H 0.93973 -1.42365 -1.30939
*
```

Summary:
HOMO level = -0.327 Ha
energy above the lowest of the compared OMol25 structures with the same formula, charge and spin = 148.0 kcal/mol
gap between HOMO and LUMO = 0.31432 hartree
max |F| = 0.337 eV/A
calculated total energy = -286.39579 a.u.



Entry from OMol25: a molecular structure, C14H33AsN2RuS6 in a non-equilibrium geometry (ωB97M-V with the def2-TZVPD basis set).

Structure (ORCA input):
```
! wB97M-V def2-TZVPD RIJCOSX def2/J DEFGRID3
* xyz 4 5
Ru -0.64491 -0.29367 0.67308
C -3.01731 -0.32856 -1.54928
C -3.59124 0.83779 -0.76715
S -2.41575 1.50269 0.49244
C -3.35958 1.30307 2.05004
C -3.50573 -0.11608 2.57374
S -1.86242 -0.75594 3.05371
C -1.97930 -2.57173 2.88685
C -0.59613 -3.14085 2.61978
S 0.18992 -2.66543 1.03404
C -0.76358 -3.65751 -0.19652
C -1.44139 -2.79000 -1.24027
S -2.40516 -1.53709 -0.32688
H -2.17840 -0.03500 -2.17641
H -3.78619 -0.80951 -2.15692
H -4.51068 0.56746 -0.24842
H -3.81507 1.66380 -1.44184
H -4.33993 1.74891 1.87220
H -2.83706 1.93813 2.76726
H -3.96545 -0.79268 1.85444
H -4.12433 -0.09158 3.47208
H -2.70223 -2.82158 2.11161
H -2.33848 -2.96766 3.83792
H -0.62308 -4.23197 2.63203
H 0.11660 -2.82240 3.38212
H -1.47851 -4.26841 0.35410
H -0.04654 -4.32333 -0.67623
H -2.12612 -3.37699 -1.85528
H -0.72466 -2.27146 -1.87387
C 2.47947 3.83608 2.04878
As 2.66359 2.03579 2.70688
C 2.56527 1.94251 4.62433
C 4.28137 1.22691 2.04399
S 0.95400 0.86094 1.90768
H 3.31677 4.40541 2.45985
H 1.54453 4.27672 2.38853
H 2.53350 3.84465 0.96256
H 3.40631 2.52950 5.00275
H 2.66458 0.91228 4.96019
H 1.63368 2.37414 4.98453
H 5.11110 1.78695 2.48224
H 4.32375 1.30841 0.96054
H 4.34706 0.18664 2.35542
C 0.71881 1.29707 -5.60070
N 0.57403 1.15434 -4.14192
C 1.23346 0.37410 -3.31081
S 0.69300 0.35188 -1.61666
N 2.27086 -0.38206 -3.59436
C 3.03913 -0.49709 -4.84683
H -0.15406 1.82449 -5.97327
H 0.76021 0.32533 -6.08287
H 1.60140 1.87436 -5.87080
H -0.09255 1.78060 -3.71807
H 2.64920 -0.90448 -2.81852
H 2.44369 -0.92047 -5.65059
H 3.87499 -1.16473 -4.66287
H 3.43557 0.46734 -5.15837
*
```

Summary:
HOMO level (alpha / beta) = -0.727 / -0.762 Ha
energy above the lowest of the compared OMol25 structures with the same formula, charge and spin = 18.6 kcal/mol
gap between HOMO and LUMO (alpha / beta) = 0.23632 / 0.21488 hartree
max |F| = 1.265 eV/A
calculated total energy = -5381.02745 a.u.



Entry from OMol25: a gas-phase ion, C7H7N2 (charge +1) in a non-equilibrium geometry (ωB97M-V with the def2-TZVPD basis set).

Structure (ORCA input):
```
! wB97M-V def2-TZVPD RIJCOSX def2/J DEFGRID3
* xyz 1 3
C 0.36198 -1.56380 -0.84426
C 0.09707 -1.29533 -2.14303
C -0.35961 1.77735 0.61040
C 0.14088 -0.36001 -0.08877
C 0.05561 0.34869 1.05624
C -0.29106 0.67194 -1.19938
C 0.22818 0.01350 2.45907
N -0.55420 1.90961 -0.63991
N -0.30375 0.04701 -2.32797
H 0.68916 -2.50649 -0.44955
H 0.15231 -1.94427 -2.99514
H -0.47971 2.60299 1.29139
H 0.37466 -1.05282 2.61088
H -0.63792 0.36438 3.02826
H 1.08673 0.55855 2.86672
H -0.56034 0.42872 -3.23496
*
```

Summary:
HOMO level (alpha / beta) = -0.459 / -0.554 Ha
energy above the lowest of the compared OMol25 structures with the same formula, charge and spin = 0.0 kcal/mol
gap between HOMO and LUMO (alpha / beta) = 0.33496 / 0.27591 hartree
max |F| = 6.103 eV/A
calculated total energy = -380.08668 a.u.



Entry from OMol25: a molecular structure, C8H17HgO3P2 in a non-equilibrium geometry (ωB97M-V with the def2-TZVPD basis set).

Structure (ORCA input):
```
! wB97M-V def2-TZVPD RIJCOSX def2/J DEFGRID3
* xyz -1 1
C 0.07020 0.83849 -3.20704
C -0.15598 0.06903 -4.28590
C -0.49082 -1.31692 -4.26932
C -0.59921 -2.18574 -3.15017
C -0.48876 -1.81841 -1.84587
Hg -0.37944 0.15247 -1.27837
P -0.10371 2.55765 -0.48368
H 0.41529 1.89525 -3.32742
H -0.09413 0.48287 -5.30569
H -0.65274 -1.77572 -5.23785
H -0.50100 -2.61043 -1.07096
H -0.79673 -3.22754 -3.43185
H -1.22763 3.10204 0.19895
H 0.06148 3.53381 -1.51775
H 0.98314 2.82566 0.39993
C -0.91434 1.87472 2.69235
O -1.23496 0.94772 1.58482
P -1.16590 -0.82017 1.66613
O -0.78990 -0.91567 3.23901
C 0.47836 -0.57918 3.78431
O 0.14754 -1.62005 0.92287
C 1.60233 -1.58948 0.80393
H -1.36340 2.86791 2.52143
H 0.16641 2.04433 2.69566
H -1.29439 1.63234 3.71870
H 1.23642 -0.10509 3.17874
H 0.22034 0.08741 4.61791
H 0.86384 -1.49195 4.21414
H 1.93389 -0.60790 0.46513
H 2.17951 -1.93248 1.69098
H 1.89427 -2.31495 0.01685
*
```

Summary:
HOMO level = -0.051 Ha
gap between HOMO and LUMO = 0.15166 hartree
max |F| = 2.664 eV/A
calculated total energy = -1376.65066 a.u.



Entry from OMol25: 2 unconnected molecules or ions with the total composition HNO5 in a non-equilibrium geometry (ωB97M-V with the def2-TZVPD basis set).

Structure (ORCA input):
```
! wB97M-V def2-TZVPD RIJCOSX def2/J DEFGRID3
* xyz 0 1
N -0.50779 1.26919 -0.57051
O 0.33214 0.90900 -1.31487
O -1.06755 2.33350 -0.46398
O 0.80502 -1.63611 1.07406
O -0.93895 0.60814 0.39942
O -0.24524 -1.62915 0.32515
H 1.62238 -1.85456 0.55073
*
```

Summary:
HOMO level (alpha / beta) = -0.408 / -0.397 Ha
energy above the lowest of the compared OMol25 structures with the same formula, charge and spin = 22.8 kcal/mol
gap between HOMO and LUMO (alpha / beta) = 0.29584 / 0.36469 hartree
max |F| = 2.597 eV/A
calculated total energy = -431.19684 a.u.



Question: Look up the calculated total energy of the first one.
Answer: -4526.77602 a.u.



Question: Which formula does entry 3 have?
Answer: C14H33AsN2RuS6